# 1
This record from OMol25 describes a structure of composition C9H23CoO4 at a distorted geometry. The level of theory is ωB97M-V/def2-TZVPD.

```
37
Properties=species:S:1:pos:R:3:lowdin_charge:R:1
Co -1.23 -6.57 -23.40 0.791
C 0.28 -3.72 -26.32 -0.139
C -0.75 -4.30 -25.39 -0.456
O -0.20 -5.09 -24.36 -0.372
H 0.87 -2.87 -25.97 0.061
H -0.28 -3.16 -27.06 0.044
H 0.64 -4.55 -26.93 0.067
H -1.35 -4.97 -26.01 0.093
H -1.34 -3.44 -25.05 0.080
C -4.50 -4.54 -22.97 -0.123
C -3.75 -5.61 -22.19 -0.484
O -3.30 -6.68 -23.00 -0.368
H -4.87 -3.69 -22.40 0.046
H -5.36 -5.04 -23.41 0.055
H -3.86 -4.10 -23.74 0.054
H -4.27 -5.96 -21.29 0.075
H -2.92 -5.14 -21.67 0.068
C 1.38 -8.34 -25.41 -0.142
C 0.31 -8.88 -24.56 -0.468
O -0.99 -8.26 -24.75 -0.379
H 1.43 -8.81 -26.39 0.052
H 2.32 -8.57 -24.90 0.057
H 1.34 -7.26 -25.55 0.062
H 0.65 -8.67 -23.54 0.053
H 0.31 -9.97 -24.58 0.080
C 1.48 -6.47 -19.81 -0.406
C 0.86 -7.35 -20.94 -0.463
C -0.01 -8.51 -20.57 -0.134
O 0.08 -6.49 -21.80 -0.144
H 0.68 -6.05 -19.20 0.012
H 2.04 -5.63 -20.23 -0.002
H 2.17 -6.99 -19.14 -0.048
H 1.69 -7.80 -21.49 0.111
H -1.01 -8.28 -20.21 0.075
H 0.54 -9.00 -19.76 0.041
H -0.21 -9.29 -21.31 0.067
H 0.50 -5.63 -21.86 0.083
```

**Total charge**: -2
**Highest occupied orbital energy (alpha / beta)**: 3.13 / -1.77 eV
**F_max**: 3.3 eV/A
**2S+1**: 5
**Total energy**: -55518.685 eV
**Molar mass**: 254.2 g/mol
**⟨S²⟩**: 6.01


# 2
This record from OMol25 describes an isolated molecule of C19H32N2O5. The level of theory is ωB97M-V/def2-TZVPD.

```
58
Properties=species:S:1:pos:R:3:lowdin_charge:R:1
C 0.37 1.40 2.00 -0.068
C -0.56 2.59 2.15 -0.252
O -0.18 3.72 1.38 -0.101
C -0.42 3.63 0.00 -0.299
C -0.86 4.95 -0.66 -0.092
C 0.11 4.66 -1.83 -0.110
C 0.83 3.62 -0.95 -0.155
C 1.17 2.30 -1.59 -0.450
O 0.55 1.85 -2.54 0.066
N 2.14 1.59 -0.97 0.120
C 2.53 0.25 -1.36 -0.241
C 1.36 -0.74 -1.52 -0.067
C 1.86 -2.09 -0.92 -0.195
C 1.01 -2.42 0.30 -0.446
O 1.33 -2.12 1.44 0.084
N -0.15 -3.07 0.02 0.138
C -1.18 -3.29 1.00 -0.447
C -1.93 -2.05 1.47 -0.084
C -2.54 -1.21 0.37 -0.225
O -3.86 -1.67 0.11 -0.184
C -4.47 -0.93 -0.92 -0.114
C -1.90 -4.60 0.89 -0.060
C -0.91 -4.37 2.00 -0.061
C 3.33 -1.87 -0.56 -0.078
C 3.43 -0.38 -0.29 -0.343
O 4.74 0.15 -0.27 -0.007
H 0.10 0.61 2.70 0.076
H 0.33 0.98 0.99 0.053
H 1.40 1.70 2.21 0.083
H -1.59 2.31 1.90 0.113
H -0.56 2.93 3.18 0.119
H -1.10 2.80 -0.22 0.159
H -1.91 5.07 -0.88 0.106
H -0.52 5.79 -0.04 0.118
H -0.39 4.16 -2.66 0.110
H 0.71 5.48 -2.20 0.107
H 1.67 4.04 -0.41 0.154
H 2.64 2.02 -0.20 0.143
H 3.09 0.29 -2.30 0.161
H 0.48 -0.37 -0.99 0.107
H 1.08 -0.83 -2.56 0.118
H 1.75 -2.90 -1.64 0.140
H -0.40 -3.17 -0.95 0.148
H -2.72 -2.34 2.16 0.131
H -1.21 -1.44 2.03 0.107
H -2.58 -0.16 0.68 0.116
H -1.94 -1.25 -0.55 0.115
H -5.47 -1.33 -1.06 0.087
H -4.54 0.13 -0.67 0.087
H -3.92 -1.03 -1.86 0.088
H -2.96 -4.60 1.12 0.106
H -1.62 -5.27 0.09 0.103
H 0.05 -4.87 1.95 0.109
H -1.28 -4.22 3.01 0.109
H 3.64 -2.45 0.31 0.127
H 3.98 -2.14 -1.39 0.128
H 2.99 -0.17 0.69 0.151
H 5.02 0.35 -1.17 0.092
```

**SMILES string**: CCO[C@H]1CC[C@@H]1C(=O)N[C@@H]1C[C@H](C(=O)NC2(CCOC)CC2)C[C@H]1O
**Highest occupied orbital energy**: -9.44 eV
**F_max**: 0.3 eV/A
**Total energy**: -33439.280 eV
**Molar mass**: 368.5 g/mol


# 3
This record from OMol25 describes an isolated molecule of C5H2S at a distorted geometry. The level of theory is ωB97M-V/def2-TZVPD.

```
8
Properties=species:S:1:pos:R:3:lowdin_charge:R:1
C 2.89 -0.29 -0.05 0.159
C 1.66 -0.25 -0.01 -0.141
C 0.35 -0.15 -0.05 -0.090
C -0.81 -0.10 0.18 -0.067
C -2.19 0.43 0.01 -0.670
S -3.56 -0.49 -0.03 0.655
H 3.81 -0.80 0.07 0.033
H -2.14 1.64 -0.13 0.120
```

**SMILES string**: C#CC#CC=S
**Highest occupied orbital energy**: -9.28 eV
**F_max**: 6.3 eV/A
**Total energy**: -16047.227 eV
**Molar mass**: 94.1 g/mol


# 4
This record from OMol25 describes a structure of composition C54H83AsBaN3O4SSbSi2Te at a distorted geometry. The level of theory is ωB97M-V/def2-TZVPD.

```
151
Properties=species:S:1:pos:R:3:lowdin_charge:R:1
Ba 1.03 0.91 -0.21 1.629
C -1.23 1.81 -2.79 -0.092
O -1.47 0.77 -1.85 -0.374
C -2.61 0.95 -1.01 -0.191
C -2.25 1.45 0.36 -0.221
O -1.48 0.51 1.12 -0.309
C -2.20 -0.41 1.91 -0.184
C -2.22 -1.81 1.34 -0.201
O -0.92 -2.35 1.45 -0.184
C -0.88 -3.69 1.04 -0.114
H -2.16 2.10 -3.28 0.098
H -0.76 2.67 -2.30 0.065
H -0.55 1.40 -3.53 0.064
H -3.29 1.68 -1.47 0.131
H -3.13 -0.02 -0.98 0.111
H -1.59 2.33 0.26 0.059
H -3.15 1.72 0.92 0.132
H -1.70 -0.47 2.89 0.111
H -3.21 -0.04 2.09 0.137
H -2.93 -2.42 1.92 0.136
H -2.55 -1.82 0.29 0.098
H -1.57 -4.31 1.63 0.096
H -1.15 -3.79 -0.02 0.052
H 0.14 -4.05 1.19 0.077
C 5.28 -0.22 -1.80 -0.177
As 3.66 0.00 -2.81 1.016
C 3.48 -1.66 -3.76 -0.187
C 4.09 1.42 -4.03 -0.187
O 2.24 0.40 -2.01 -0.895
H 6.07 -0.21 -2.55 0.051
H 5.29 -1.16 -1.26 0.034
H 5.42 0.62 -1.11 0.038
H 4.20 -1.71 -4.57 0.051
H 2.47 -1.74 -4.14 -0.005
H 3.67 -2.47 -3.05 0.035
H 4.64 1.04 -4.89 0.042
H 4.70 2.15 -3.49 0.039
H 3.16 1.89 -4.35 0.043
C 0.89 -3.03 -6.08 -0.188
Si -0.08 -1.43 -6.04 0.407
C 0.98 0.01 -5.47 -0.193
C -0.73 -1.07 -7.76 -0.179
C -1.55 -1.63 -4.88 -0.566
Te -1.09 -2.19 -2.86 1.271
C -1.30 -4.30 -3.19 -0.601
Si -3.07 -4.94 -3.10 0.391
C -4.18 -4.03 -4.29 -0.188
C -3.73 -4.73 -1.36 -0.180
C -3.05 -6.76 -3.54 -0.182
H 1.88 -2.88 -6.52 0.032
H 0.38 -3.77 -6.69 0.035
H 1.04 -3.47 -5.09 0.002
H 1.98 -0.04 -5.91 0.033
H 1.09 0.05 -4.38 -0.011
H 0.54 0.95 -5.78 0.044
H 0.10 -0.92 -8.46 0.032
H -1.34 -0.17 -7.78 0.032
H -1.33 -1.89 -8.13 0.030
H -2.23 -2.40 -5.23 -0.012
H -2.13 -0.72 -4.80 0.012
H -0.71 -4.78 -2.41 -0.006
H -0.83 -4.54 -4.14 -0.006
H -4.22 -2.96 -4.07 0.024
H -5.20 -4.41 -4.20 0.034
H -3.88 -4.15 -5.33 0.031
H -3.64 -3.70 -1.02 0.008
H -3.21 -5.36 -0.64 0.030
H -4.79 -4.99 -1.33 0.035
H -2.69 -6.92 -4.55 0.029
H -4.04 -7.20 -3.47 0.030
H -2.40 -7.32 -2.86 0.029
N 2.03 -3.54 -0.68 0.109
C 2.94 -2.83 0.06 -0.689
N 2.86 -1.55 0.24 0.055
C 3.94 -1.11 1.02 -0.372
C 4.21 0.22 1.32 -0.085
C 5.38 0.53 1.99 -0.073
C 6.25 -0.48 2.40 -0.074
C 5.99 -1.81 2.13 -0.085
C 4.83 -2.12 1.42 -0.502
S 4.28 -3.66 0.83 1.082
H 1.44 -2.98 -1.28 0.041
H 2.31 -4.43 -1.06 0.095
H 3.58 1.03 0.98 0.045
H 5.60 1.56 2.21 0.108
H 7.15 -0.22 2.94 0.106
H 6.67 -2.59 2.44 0.109
C 3.54 3.56 -0.88 -0.093
C 3.11 4.48 0.26 -0.373
C 3.05 3.74 1.60 -0.085
C 1.83 5.23 -0.03 -0.176
C 1.90 6.61 -0.03 -0.098
C 0.81 7.43 -0.25 -0.143
C -0.41 6.80 -0.50 -0.095
C -0.54 5.43 -0.52 -0.177
C -1.89 4.83 -0.80 -0.413
C -2.87 5.05 0.35 -0.067
C -2.50 5.27 -2.13 -0.077
C 0.57 4.54 -0.23 -0.390
N 0.44 3.22 -0.15 -0.345
H 4.40 2.95 -0.60 0.059
H 3.81 4.13 -1.77 0.079
H 2.70 2.91 -1.16 0.007
H 3.90 5.24 0.36 0.119
H 2.15 3.12 1.62 0.012
H 2.97 4.45 2.43 0.080
H 3.93 3.13 1.78 0.053
H 2.87 7.07 0.15 0.093
H 0.89 8.51 -0.23 0.072
H -1.29 7.41 -0.69 0.097
H -1.70 3.76 -0.86 0.055
H -3.08 6.12 0.48 0.073
H -2.44 4.70 1.29 0.068
H -3.82 4.54 0.19 0.066
H -2.72 6.34 -2.12 0.066
H -3.43 4.74 -2.33 0.065
H -1.81 5.09 -2.95 0.074
C 4.49 3.39 6.05 -0.093
C 4.77 2.07 5.74 -0.093
C 3.84 1.31 5.05 -0.133
C 2.62 1.85 4.67 -0.365
C 2.35 3.18 4.98 -0.139
C 3.28 3.95 5.66 -0.083
Sb 1.18 0.75 3.52 1.525
C -0.49 1.61 4.51 -0.398
C -0.63 1.59 5.89 -0.133
C -1.69 2.26 6.50 -0.086
C -2.60 2.96 5.72 -0.087
C -2.45 3.00 4.34 -0.071
C -1.40 2.33 3.74 -0.128
C 1.42 -1.11 4.53 -0.366
C 0.45 -1.67 5.36 -0.124
C 0.64 -2.91 5.95 -0.088
C 1.81 -3.62 5.71 -0.094
C 2.78 -3.09 4.87 -0.085
C 2.58 -1.85 4.29 -0.146
H 5.22 3.99 6.58 0.099
H 5.71 1.63 6.05 0.099
H 4.07 0.27 4.84 0.077
H 1.42 3.64 4.68 0.104
H 3.06 4.98 5.89 0.105
H 0.09 1.08 6.51 0.103
H -1.79 2.24 7.57 0.101
H -3.42 3.49 6.19 0.102
H -3.14 3.58 3.74 0.102
H -1.26 2.39 2.67 0.079
H -0.47 -1.14 5.55 0.088
H -0.12 -3.33 6.59 0.102
H 1.97 -4.59 6.18 0.100
H 3.69 -3.63 4.67 0.100
H 3.34 -1.46 3.62 0.069
```

**Highest occupied orbital energy**: -3.95 eV
**F_max**: 3.5 eV/A
**Total energy**: -171958.586 eV
**Molar mass**: 1388.1 g/mol